Record 1
The following is a DFT calculation (the ωB97M-V functional and the def2-TZVPD basis) of a cluster of 5 separate species, C35H27INO20P in total at a distorted geometry.

As for the structure (SMILES): CCCOc1cc2c(c(P(O)I)c1)C(=O)NC2=O.O=C1C=C(O)C(=O)C=C1O.O=C1C=C(O)C(=O)C=C1O.O=C1C=C(O)C(=O)C=C1O.O=C1C=C(O)C(=O)C=C1O.

Geometry as ORCA input:
```
! wB97M-V def2-TZVPD RIJCOSX def2/J DEFGRID3
* xyz 0 1
C 3.943 -4.719 3.749
C 2.593 -5.187 3.038
C 2.962 -6.049 1.784
O 1.859 -6.756 1.157
C 0.634 -6.154 1.358
C -0.352 -6.924 2.135
C -1.656 -6.332 2.327
C -2.007 -5.000 1.816
C -1.049 -4.227 1.047
P -1.500 -2.534 0.402
O -0.075 -1.650 0.214
I -2.314 -2.936 -1.917
C 0.264 -4.840 0.815
C -3.468 -4.701 2.268
O -3.928 -3.598 2.272
N -4.022 -5.963 2.675
C -2.926 -6.850 3.053
O -3.051 -7.756 3.816
H 4.619 -4.324 2.945
H 4.411 -5.530 4.355
H 3.689 -3.831 4.388
H 1.891 -5.685 3.749
H 2.092 -4.225 2.729
H 3.532 -5.438 1.040
H 3.675 -6.844 2.145
H -0.139 -7.934 2.541
H 0.519 -2.091 -0.430
H 1.058 -4.332 0.215
H -4.631 -6.309 1.931
O 7.769 0.639 7.977
C 7.303 -0.080 7.113
C 6.461 0.429 6.032
C 5.959 -0.403 5.115
O 5.184 0.041 4.109
C 6.232 -1.872 5.161
O 5.738 -2.598 4.315
C 7.092 -2.379 6.228
C 7.598 -1.546 7.143
O 8.393 -1.986 8.133
H 6.270 1.493 6.011
H 4.950 -0.751 3.589
H 7.296 -3.440 6.239
H 8.622 -1.194 8.657
O 2.472 -1.141 -4.763
C 1.757 -0.225 -4.396
C 1.448 0.925 -5.244
C 0.671 1.914 -4.789
O 0.369 2.982 -5.548
C 0.098 1.882 -3.410
O -0.587 2.811 -3.037
C 0.389 0.719 -2.569
C 1.161 -0.267 -3.027
O 1.442 -1.352 -2.274
H 1.871 0.936 -6.239
H -0.203 3.553 -4.991
H -0.047 0.700 -1.579
H 2.017 -1.914 -2.829
O -1.360 5.278 -4.267
C -1.503 6.291 -3.607
C -0.516 6.741 -2.628
C -0.727 7.852 -1.915
O 0.167 8.288 -1.010
C -1.970 8.666 -2.086
O -2.128 9.661 -1.401
C -2.946 8.229 -3.080
C -2.733 7.119 -3.797
O -3.612 6.695 -4.718
H 0.377 6.142 -2.513
H -0.220 9.102 -0.634
H -3.832 8.836 -3.207
H -3.229 5.877 -5.089
O -8.378 2.249 -2.019
C -7.469 2.704 -2.688
C -6.156 2.067 -2.774
C -5.184 2.616 -3.510
O -3.968 2.048 -3.606
C -5.400 3.889 -4.263
O -4.481 4.363 -4.907
C -6.718 4.513 -4.197
C -7.692 3.963 -3.464
O -8.914 4.516 -3.388
H -6.013 1.148 -2.223
H -3.449 2.635 -4.189
H -6.866 5.424 -4.761
H -9.429 3.932 -2.798
*
```



Record 2
The following is a DFT calculation (the ωB97M-V functional and the def2-TZVPD basis) of a cluster of 6 separate species, C35H27N2O11 in total at a distorted geometry.

Geometry as ORCA input:
```
! wB97M-V def2-TZVPD RIJCOSX def2/J DEFGRID3
* xyz 1 1
O 10.087 -0.684 -0.594
C 9.057 -0.546 -1.308
N 7.822 -0.303 -1.712
C 6.849 -0.512 -0.592
C 5.992 0.764 -0.050
C 4.446 0.340 -0.126
N 4.255 -0.926 -0.537
C 5.630 -1.543 -0.759
H 7.543 -0.860 0.275
H 6.123 1.508 -0.939
H 6.401 1.305 0.874
H 3.629 1.115 0.152
H 3.356 -1.436 -0.683
H 5.722 -2.173 0.219
H 5.661 -2.323 -1.615
C 3.794 -6.736 -3.157
C 3.790 -6.017 -2.034
C 3.732 -4.542 -2.068
O 3.732 -3.882 -1.037
C 3.676 -3.892 -3.394
C 3.679 -4.610 -4.518
C 3.737 -6.087 -4.484
O 3.738 -6.742 -5.508
H 3.836 -7.818 -3.150
H 3.830 -6.477 -1.054
H 3.633 -2.810 -3.401
H 3.639 -4.150 -5.498
C 1.795 -3.979 2.408
C 1.596 -3.199 1.345
C 0.824 -1.944 1.449
O 0.641 -1.231 0.473
C 0.281 -1.585 2.774
C 0.478 -2.365 3.839
C 1.252 -3.620 3.736
O 1.435 -4.331 4.706
H 2.359 -4.902 2.350
H 1.987 -3.445 0.366
H -0.282 -0.663 2.832
H 0.086 -2.116 4.817
C -0.875 2.117 3.362
C -0.665 3.428 3.231
C -0.560 4.309 4.413
O -0.371 5.505 4.295
C -0.696 3.682 5.745
C -0.906 2.371 5.876
C -1.010 1.490 4.694
O -1.200 0.291 4.814
H -0.954 1.458 2.508
H -0.562 3.903 2.263
H -0.617 4.342 6.600
H -1.009 1.897 6.844
C -3.631 -0.525 0.428
C -2.611 0.327 0.542
C -2.698 1.702 0.008
O -1.764 2.482 0.110
C -3.957 2.097 -0.656
C -4.978 1.245 -0.771
C -4.892 -0.130 -0.236
O -5.822 -0.908 -0.338
H -3.585 -1.537 0.812
H -1.682 0.053 1.025
H -4.003 3.108 -1.041
H -5.908 1.519 -1.255
C -6.599 4.421 -2.886
C -6.718 5.413 -3.769
C -8.037 5.999 -4.090
O -8.148 6.903 -4.897
C -9.216 5.444 -3.393
C -9.096 4.452 -2.509
C -7.778 3.866 -2.189
O -7.668 2.961 -1.380
H -5.641 3.980 -2.640
H -5.865 5.831 -4.288
H -10.174 5.885 -3.639
H -9.950 4.034 -1.990
*
```



Record 3
The following is a DFT calculation (the ωB97M-V functional and the def2-TZVPD basis) of a cluster of 5 separate species, C35H27NO11 in total at a distorted geometry.

As for the structure (SMILES): O=C1c2ccccc2C(=O)N1CCCO.O=C1C=CC(=O)C=C1.O=C1C=CC(=O)C=C1.O=C1C=CC(=O)C=C1.O=C1C=CC(=O)C=C1.

Geometry as ORCA input:
```
! wB97M-V def2-TZVPD RIJCOSX def2/J DEFGRID3
* xyz 0 1
O 0.201 0.173 4.613
C 0.241 0.425 3.303
C 1.184 1.499 2.500
C 1.849 2.935 2.925
C 2.752 3.697 1.741
C 2.995 3.000 0.240
C 2.301 1.531 -0.157
C 1.385 0.839 1.013
C 0.498 -0.539 1.063
O 0.613 -1.695 0.389
N -0.512 -0.225 2.146
C -1.567 0.820 1.856
C -3.058 0.179 1.480
C -4.101 1.424 1.201
O -3.568 2.755 1.562
H 1.653 3.386 3.988
H 3.235 4.752 1.960
H 3.652 3.555 -0.554
H 2.432 1.004 -1.194
H -1.311 1.556 0.981
H -1.675 1.482 2.833
H -3.412 -0.580 2.298
H -2.898 -0.367 0.435
H -4.406 1.480 0.062
H -5.068 1.194 1.838
H -3.369 3.219 0.681
O -1.333 -2.807 -5.668
C -2.038 -2.409 -4.752
C -1.829 -2.872 -3.366
C -2.602 -2.438 -2.365
C -3.697 -1.476 -2.603
O -4.403 -1.078 -1.686
C -3.906 -1.013 -3.988
C -3.133 -1.447 -4.989
H -1.022 -3.577 -3.208
H -2.463 -2.769 -1.343
H -4.713 -0.308 -4.146
H -3.272 -1.116 -6.011
O 4.049 0.410 -5.224
C 2.937 0.439 -5.734
C 2.518 1.561 -6.596
C 1.302 1.593 -7.151
C 0.327 0.507 -6.926
O -0.784 0.536 -7.435
C 0.747 -0.615 -6.063
C 1.962 -0.646 -5.509
H 3.245 2.349 -6.752
H 0.979 2.409 -7.786
H 0.020 -1.403 -5.907
H 2.286 -1.462 -4.874
O -4.335 -3.086 2.596
C -4.213 -4.093 1.912
C -4.114 -5.431 2.529
C -3.978 -6.531 1.782
C -3.923 -6.456 0.308
O -3.801 -7.463 -0.375
C -4.021 -5.118 -0.308
C -4.157 -4.018 0.439
H -4.157 -5.470 3.611
H -3.904 -7.520 2.218
H -3.978 -5.080 -1.390
H -4.231 -3.030 0.003
O 8.765 3.838 5.929
C 7.553 3.737 5.792
C 6.797 2.643 6.432
C 5.474 2.532 6.280
C 4.711 3.501 5.467
O 3.500 3.400 5.331
C 5.467 4.595 4.827
C 6.791 4.705 4.979
H 7.371 1.941 7.026
H 4.904 1.735 6.742
H 4.894 5.297 4.234
H 7.360 5.502 4.517
*
```



Record 4
The following is a DFT calculation (the ωB97M-V functional and the def2-TZVPD basis) of a structure of composition C35H27NO2S at a distorted geometry.

Geometry as ORCA input:
```
! wB97M-V def2-TZVPD RIJCOSX def2/J DEFGRID3
* xyz 0 1
C -5.450 -1.888 -2.374
C -5.025 -0.591 -2.138
C -3.845 -0.344 -1.437
C -3.159 -1.411 -0.797
C -1.991 -1.166 0.077
C -1.080 -0.159 -0.211
C -0.089 0.445 0.630
C -0.356 1.868 1.062
C -0.047 2.388 2.359
C -0.147 3.778 2.624
C -0.565 4.668 1.636
C -1.022 4.147 0.427
C -0.968 2.767 0.160
C -1.897 -2.043 1.251
C -0.660 -2.457 1.770
C -0.580 -3.107 3.027
C -1.772 -3.450 3.712
C -3.007 -3.207 3.106
C -3.071 -2.489 1.912
C -3.741 -2.720 -0.883
C -4.813 -2.954 -1.737
H -6.311 -2.065 -2.992
H -5.629 0.265 -2.484
H -3.500 0.675 -1.275
H -1.144 0.282 -1.212
H 0.349 -0.164 1.432
H 0.299 1.709 3.128
H 0.140 4.146 3.611
H -0.503 5.755 1.801
H -1.426 4.817 -0.321
H -1.297 2.384 -0.804
H 0.260 -2.291 1.215
H 0.394 -3.315 3.479
H -1.740 -3.910 4.734
H -3.939 -3.541 3.570
H -4.048 -2.254 1.498
H -3.394 -3.556 -0.258
H -5.167 -3.982 -1.872
C 3.828 5.075 -1.127
C 4.559 4.010 -1.653
C 4.362 2.729 -1.135
C 3.399 2.554 -0.137
S 3.122 0.848 0.404
C 1.545 0.278 -0.436
C 1.812 -1.085 -0.906
C 1.043 -1.521 -1.991
C 1.261 -2.752 -2.589
C 2.273 -3.593 -2.096
C 2.627 -4.809 -2.758
N 2.927 -5.821 -3.266
C 3.028 -3.193 -0.986
C 2.744 -2.001 -0.328
O 4.329 0.233 -0.085
O 2.800 0.797 1.810
C 2.784 3.620 0.526
C 2.956 4.887 -0.048
H 3.995 6.069 -1.537
H 5.303 4.125 -2.436
H 4.965 1.864 -1.448
H 1.528 1.043 -1.285
H 0.220 -0.898 -2.317
H 0.689 -3.075 -3.459
H 3.891 -3.783 -0.658
H 3.261 -1.814 0.610
H 2.256 3.460 1.501
H 2.435 5.720 0.405
*
```



Going through the records in order, we get gap between HOMO and LUMO values of 0.262, 0.261, 0.263, 0.295 hartree.
Going through the records in order, we get HOMO level values of -8.879, -11.684, -9.221, -8.413 eV.